[1]
27
Properties=species:S:1:pos:R:3:forces:R:3:mulliken_charge:R:1 method="wB97M-V/def2-TZVPD" energy_ev=-12674.383 smiles=Cc1ccc(O)cc1.CCC e_above_lowest_ev=3.342 e_lumo_ha=0.0293 gap_ev=9.366
O 0.205 -3.374 2.775 -1.791 1.859 0.792 -0.520
C -2.143 1.182 -1.913 -0.653 -0.829 -3.960 -0.213
C -3.045 2.103 -1.177 -0.580 0.784 1.761 -1.064
C 0.970 0.145 1.384 -1.103 -2.664 1.578 -0.517
C 2.576 0.993 -0.231 -1.032 -0.468 -4.112 -1.262
C 0.559 -2.284 2.041 3.515 0.271 -2.822 0.549
C 1.734 -0.168 0.311 1.311 -1.330 0.507 0.698
C 0.326 -0.951 2.211 1.888 1.190 -2.706 -0.677
C -0.980 0.483 -1.373 2.199 -1.996 3.872 -0.900
C 1.487 -2.586 0.933 -0.884 -0.972 1.140 -0.318
C 1.948 -1.638 0.077 -0.542 2.118 -0.007 -0.523
H 2.234 1.916 0.168 -0.434 0.705 0.666 0.369
H 3.627 0.918 0.008 0.275 -0.296 -0.238 0.369
H -1.127 0.119 -0.287 -0.520 -0.049 -1.609 0.196
H -0.570 -0.377 -1.925 -0.944 0.003 -0.188 0.335
H -2.721 0.418 -2.471 -0.243 -0.101 0.892 0.308
H -2.740 3.077 -1.438 0.253 1.515 -0.289 0.301
H -1.827 1.687 -2.853 0.180 0.356 0.561 0.303
H 2.388 -1.999 -0.838 0.669 0.241 -0.033 0.363
H -0.010 0.914 -1.118 -0.268 1.571 -0.634 0.127
H -4.110 2.076 -1.454 0.415 -0.464 0.088 0.289
H -2.968 2.152 -0.065 -0.068 -0.737 -0.664 0.316
H 0.867 1.186 1.715 -0.252 -0.553 -0.105 0.229
H -0.495 -2.963 3.342 0.585 -1.235 -0.043 0.310
H -0.394 -0.587 2.816 -2.151 0.891 2.539 0.418
H 2.415 1.222 -1.461 0.723 -1.030 3.163 0.217
H 1.793 -3.663 0.822 -0.548 1.220 -0.149 0.294


[2]
147
Properties=species:S:1:pos:R:3:forces:R:3:mulliken_charge:R:1 method="wB97M-V/def2-TZVPD" energy_ev=-68272.235 smiles=COC[C@H](C)N.COC[C@H](C)N.COC[C@H](C)N.COC[C@H](C)N.COC[C@H](C)N.COC[C@H](C)N.CCO.CCO.CCO.CCO.CCO e_above_lowest_ev=2.206 e_lumo_ha=0.0165 gap_ev=9.031
O -0.364 2.114 -4.621 1.799 0.170 -0.857 -0.073
O 6.033 -0.549 3.836 -0.521 0.485 0.823 -0.394
O -5.108 -5.026 -0.996 -1.790 -1.949 0.061 -0.654
O 0.573 -5.440 1.963 0.721 -0.594 0.483 -0.602
O -4.635 0.412 0.673 0.030 -0.402 -0.089 -0.390
O -1.989 5.092 0.544 -0.564 -1.137 1.089 -0.533
O -0.051 -1.743 -5.513 0.681 -0.165 -0.648 -0.583
O 2.317 -2.543 -2.268 0.369 0.368 -0.840 -0.245
O 1.773 3.701 5.126 -0.082 0.449 -0.002 -0.172
O -1.780 -0.034 1.960 0.195 -0.109 0.647 -0.663
O -2.797 -4.111 -2.063 -0.402 0.571 0.789 -0.430
N -2.737 -2.592 -4.698 0.734 -1.204 0.317 -0.529
N 1.903 4.393 -2.632 -0.638 -0.349 -0.323 -0.768
N 3.561 0.121 -0.173 0.076 0.055 1.021 -0.382
N 0.391 0.354 4.113 1.306 1.256 0.831 -0.608
N 2.604 -0.883 2.344 0.042 -0.674 -0.007 0.297
N 0.434 5.961 0.892 0.642 0.669 -0.336 -0.829
C -1.584 -4.673 -1.645 0.534 -0.968 -0.541 1.299
C -0.533 1.929 -6.058 -0.105 0.213 1.643 -0.802
C -5.594 1.546 -1.166 0.575 0.049 -0.932 -1.141
C 0.568 1.825 4.146 -1.130 0.482 0.560 1.571
C -0.124 3.219 -1.835 0.641 -0.194 -1.226 -0.698
C 1.026 3.210 -2.880 0.276 0.477 1.031 1.453
C 4.992 -0.756 2.891 0.537 -0.712 0.079 -0.699
C -0.428 6.367 3.151 0.194 -0.240 0.060 -1.693
C -0.013 -3.292 3.218 0.461 -1.039 -0.688 -0.907
C -0.814 2.420 4.478 -0.095 0.388 0.111 -1.577
C -1.029 -5.521 -2.766 0.209 -1.349 0.177 -1.564
C 3.753 -0.083 -2.523 0.000 0.651 -1.419 -1.660
C 2.774 -1.983 -1.064 -1.033 -0.399 -0.187 -0.112
C -5.385 -4.140 0.060 2.132 0.308 -0.334 -0.205
C 1.630 2.297 5.157 -0.592 -0.718 0.577 -0.836
C 3.570 -0.788 3.434 -0.386 0.487 0.949 1.195
C 2.933 -0.493 -1.312 0.612 0.466 -0.845 0.769
C 0.101 -4.128 1.912 -0.516 0.981 0.338 1.378
C -1.235 4.414 1.597 0.026 0.730 0.609 0.220
C 1.329 -1.369 -5.651 -0.501 -1.010 -0.021 -0.240
C -4.107 -4.101 0.928 -0.030 1.383 0.223 -0.326
C 2.770 4.132 6.038 0.621 -0.501 -0.592 -0.904
C -0.756 -0.110 1.001 -0.399 0.037 -1.635 1.239
C -0.054 5.320 2.088 -1.104 0.193 -0.139 0.667
C 0.538 3.207 -4.312 -1.657 0.116 0.590 -1.106
C -2.207 -1.257 -4.512 0.235 0.202 0.819 0.546
C -3.071 4.235 0.131 0.805 0.156 -0.561 -0.582
C 3.287 -1.860 4.488 0.005 0.549 0.212 -1.576
C -1.116 -1.138 -0.088 0.959 -0.428 -0.044 1.357
C -5.426 0.187 -0.506 -1.006 0.974 0.192 0.311
C 2.052 -3.916 -2.265 0.043 -0.281 -0.171 -0.557
C -2.847 -0.730 -3.248 -0.402 1.224 0.728 -0.792
C 7.351 -0.632 3.356 -0.161 -0.699 -1.128 -0.793
C -0.642 -1.228 -4.359 -1.925 0.452 -0.409 0.444
H -0.417 6.178 0.393 0.133 0.556 -0.413 0.468
H -2.116 -1.078 -0.518 -0.270 0.035 0.843 -0.190
H 2.905 -4.504 -1.927 0.093 -0.014 0.476 0.428
H 2.587 3.793 7.058 -0.188 -0.058 0.104 0.319
H -0.705 5.851 4.070 -0.186 0.045 0.064 0.282
H -0.817 -3.684 3.841 -0.350 0.482 -0.122 0.577
H 1.813 -1.432 -4.676 0.134 0.412 0.048 -0.134
H -6.236 -4.354 0.707 -0.205 -0.831 -0.562 0.360
H 1.429 3.340 -4.926 -0.226 -0.474 -0.676 0.372
H -3.735 -2.663 -4.831 0.000 0.352 -0.090 0.217
H 3.634 -2.511 -0.652 0.749 0.231 -0.346 0.600
H -0.472 0.102 3.654 -0.020 0.150 -0.190 0.313
H -2.676 -3.574 -2.850 0.226 0.314 -0.801 0.221
H -3.911 -0.558 -3.414 -0.315 -0.654 0.068 0.586
H -0.892 3.492 4.660 0.667 0.180 -0.210 0.266
H 0.198 -0.344 1.472 -0.161 -0.163 0.193 -0.280
H -0.516 -1.087 -0.996 0.589 0.472 0.021 -0.501
H 3.350 1.103 -0.063 -0.001 0.103 -0.259 0.241
H -3.300 -3.590 0.403 -0.032 0.002 -0.265 -0.386
H -6.191 1.596 -2.076 -0.253 -0.652 -0.048 0.422
H -3.687 -5.059 1.234 -0.597 -0.295 -0.181 0.325
H 3.715 -2.826 4.219 -0.212 -0.129 -0.171 0.353
H -0.215 -6.154 -2.413 0.528 0.352 0.074 0.482
H 1.809 -2.124 -6.273 -0.110 -0.049 -0.093 0.321
H 2.016 -2.180 -0.306 -0.374 0.387 0.369 -0.567
H -0.368 -0.182 -4.227 0.066 0.137 0.196 -0.136
H 3.868 1.000 -2.496 0.181 0.234 0.530 0.556
H -1.779 -5.311 -0.783 -0.261 0.006 0.003 0.387
H -4.997 -0.605 -1.119 0.143 0.188 -0.048 -0.244
H 1.188 0.072 3.560 -0.256 -1.019 -0.316 -0.112
H 0.885 5.281 0.296 0.328 -0.152 -0.088 0.209
H 2.206 -1.891 4.623 0.014 -0.311 -0.151 0.346
H -4.615 1.882 -1.509 0.103 0.504 0.410 0.101
H 2.623 4.423 -3.340 0.442 -0.206 -0.058 0.283
H 0.743 4.737 2.550 -0.141 -0.404 -0.140 0.106
H 3.287 0.179 3.850 0.662 0.187 0.526 -0.566
H 5.016 -0.008 2.098 0.312 0.147 -0.144 0.370
H 7.431 -0.229 2.346 0.085 0.984 0.026 0.315
H 4.560 0.017 -0.277 0.185 0.159 0.178 0.298
H 3.661 -1.608 5.480 0.366 0.166 -0.142 0.417
H -0.124 -2.272 2.848 -0.543 0.114 0.549 0.042
H 4.766 -0.474 -2.623 -0.061 -0.404 0.238 0.411
H 3.256 -0.140 -3.492 -0.145 -0.878 -0.030 0.191
H -6.091 2.233 -0.481 0.454 0.074 0.158 0.328
H -0.768 2.363 -2.040 0.113 -0.267 0.455 -0.013
H -1.190 1.997 5.410 0.016 -0.436 -0.043 0.466
H 0.912 2.191 3.179 -0.081 0.223 -0.377 -0.006
H -1.203 7.085 2.884 -0.201 -0.267 -0.294 0.339
H 1.152 -4.127 -1.687 0.127 -0.237 0.202 -0.049
H -0.889 -4.188 1.461 -0.275 0.493 -0.152 -0.373
H 1.896 -4.249 -3.290 -0.228 0.284 -0.083 0.265
H -0.363 -1.787 -3.466 0.114 -0.244 0.192 0.093
H 0.288 3.265 -0.828 -0.209 -0.254 -0.044 -0.018
H 5.144 -1.751 2.472 0.091 -0.234 -0.579 0.400
H -2.673 -1.302 -2.337 -0.167 -0.452 -0.403 -0.438
H 0.453 6.966 3.384 0.133 -0.087 -0.077 0.384
H -5.153 0.163 1.442 0.032 -0.065 0.042 0.215
H -4.253 -3.502 1.826 -0.131 -0.003 0.261 0.415
H 1.972 -0.026 -1.527 -0.401 -0.282 0.542 -0.399
H 1.375 5.229 -2.836 -0.337 0.358 0.249 0.302
H -2.600 -0.608 -5.294 0.727 0.306 -0.466 0.232
H -0.120 4.073 -4.377 0.308 0.672 -0.415 0.295
H -1.527 2.224 3.678 0.013 -0.347 0.002 0.204
H -2.263 -3.107 -5.426 0.003 0.064 -0.158 0.206
H -5.613 -3.216 -0.470 0.115 0.788 0.773 0.067
H -1.745 -6.298 -3.031 -0.436 0.298 -0.269 0.415
H 2.575 1.766 5.049 0.434 0.163 -0.633 0.360
H 3.707 3.701 5.685 0.384 -0.198 0.296 0.332
H -0.807 3.482 1.228 -0.106 -0.215 -0.274 -0.505
H 2.956 5.206 6.040 -0.724 0.059 -0.253 0.260
H 1.348 1.986 6.163 -0.517 -0.021 0.323 0.317
H -3.691 3.824 0.928 0.145 0.241 0.357 0.338
H -2.606 0.111 1.493 -0.367 0.054 -0.143 0.347
H 0.742 -3.571 1.229 0.168 -0.179 -0.176 -0.544
H -1.098 0.997 -6.083 -0.088 0.237 -0.648 0.080
H 0.407 1.846 -6.603 0.221 -0.207 0.212 0.346
H -4.450 -4.694 -1.611 0.448 0.517 0.297 0.386
H -1.051 2.801 -6.456 -0.369 -0.161 -0.175 0.338
H 2.465 -1.844 2.065 -0.030 -0.422 0.077 -0.061
H -1.916 4.184 2.416 -0.124 -0.101 0.033 0.805
H 0.868 -3.310 3.859 0.245 -0.149 -0.355 0.211
H -6.457 -0.069 -0.260 0.107 -0.708 0.398 0.416
H 2.981 -0.439 1.519 -0.014 0.231 -0.365 -0.245
H 0.045 -5.914 2.609 -0.004 -0.162 0.058 0.372
H -0.871 -2.126 0.300 -0.665 -0.232 0.018 -0.888
H 7.677 -1.646 3.125 -0.220 -0.693 0.541 0.320
H -2.624 3.398 -0.406 -0.085 -0.343 -0.037 -0.017
H -3.712 4.755 -0.581 0.133 0.303 0.153 0.379
H -2.571 0.286 -2.967 0.701 0.219 -0.308 0.130
H 1.442 -0.417 -6.169 -0.046 0.279 0.361 0.171
H -0.772 4.080 -1.998 0.158 0.315 0.048 0.483
H -0.718 -4.992 -3.668 -0.059 0.206 0.139 0.238
H -0.803 -3.989 -1.313 -0.331 0.726 -0.002 -1.038
H -0.626 0.854 0.509 0.064 0.408 0.013 -0.605
H 8.083 -0.223 4.052 -0.435 0.316 -0.019 0.265
H 1.720 2.381 -2.739 -0.330 -0.491 0.188 -0.517


[3]
2
Properties=species:S:1:pos:R:3:forces:R:3:mulliken_charge:R:1 method="wB97M-V/def2-TZVPD" energy_ev=-46882.565 charge=+2 spin_multiplicity=6 e_above_lowest_ev=0.603 e_lumo_ha="-0.5226 / -0.6321" gap_ev="11.622 / 6.990"
Fe 0.763 0.408 0.801 -1.771 -0.948 -1.859 1.462
Cl -0.763 -0.408 -0.801 1.771 0.948 1.859 0.538


[4]
19
Properties=species:S:1:pos:R:3:forces:R:3:mulliken_charge:R:1 method="wB97M-V/def2-TZVPD" energy_ev=-8462.038 smiles="C=C(C)O.C=CC" e_above_lowest_ev=2.316 e_lumo_ha=0.0286 gap_ev=9.348
O -1.540 -0.050 1.045 -1.128 -0.431 0.617 -0.464
C -0.570 -0.556 3.221 -2.015 0.565 2.298 -1.256
C -0.715 1.139 -1.895 0.687 -0.062 -0.012 -0.521
C 0.400 0.401 -2.098 -0.722 0.214 0.469 0.263
C 0.356 -1.456 1.127 -1.150 -0.037 0.285 -0.903
C 1.576 0.838 -2.917 -0.534 0.944 -1.145 -1.007
C -0.625 -0.752 1.769 2.699 -0.756 -1.283 0.827
H 0.527 -0.600 -1.640 -0.408 0.775 -0.107 0.110
H -1.497 0.784 -1.198 0.520 0.270 -0.694 0.190
H 2.461 1.106 -2.324 -0.236 -0.268 -0.052 0.238
H -0.839 2.167 -2.354 0.219 -1.349 0.530 0.183
H 0.268 -0.993 3.744 0.333 -0.279 -0.363 0.325
H -1.494 -0.960 3.782 1.098 0.173 -1.120 0.304
H 1.308 -1.680 1.633 -0.901 -0.262 -0.046 0.204
H 0.187 -1.901 0.131 0.301 0.890 0.416 0.317
H -2.298 0.198 1.612 0.503 -0.202 -0.352 0.308
H 1.267 1.747 -3.497 0.439 -0.610 0.454 0.277
H 1.843 0.077 -3.670 0.082 0.183 0.404 0.269
H -0.615 0.492 3.530 0.213 0.242 -0.300 0.337